No. 1
ORCA calculation (wB97M-V/def2-TZVPD) on the ion C3H9N2O with charge +1 in a non-equilibrium geometry.

Geometry as ORCA input:
```
! RIJCOSX wB97M-V def2-TZVPD def2/J DEFGRID3
* xyz 1 1
C -0.279 -0.518 1.348
N -0.381 0.161 -0.047
C 0.377 -0.523 -1.059
N -0.096 1.655 0.073
C -1.725 0.075 -0.630
O -2.541 -0.669 -0.165
H 0.707 -0.627 1.656
H -0.818 0.069 2.060
H -0.741 -1.524 1.303
H 0.194 -1.597 -1.342
H 0.162 0.097 -1.923
H 1.420 -0.437 -0.749
H -0.231 1.895 1.133
H 0.689 2.038 -0.389
H -1.858 0.846 -1.390
*
```

Energy relative to the best compared isomer or geometry (same formula, charge and spin): 3.855 eV
Electronic energy: -8275.2191 eV
SMILES: C[N+](C)(N)C=O
HOMO-LUMO gap: 0.4320 Ha

No. 2
ORCA calculation (wB97M-V/def2-TZVPD) on a cluster of 2 separate species, C3H9N2O2 in total in a non-equilibrium geometry.

Geometry as ORCA input:
```
! RIJCOSX wB97M-V def2-TZVPD def2/J DEFGRID3
* xyz -1 1
N 0.799 1.382 -1.752
C 0.520 2.330 -0.586
O -0.397 1.691 0.204
H -0.034 0.770 -1.755
H 0.821 1.911 -2.666
H 1.527 2.583 -0.129
H 0.126 3.288 -0.998
C -1.159 -1.075 0.650
N 0.154 -0.708 0.460
C 1.178 -1.742 0.669
O -1.465 -2.273 0.680
H -1.842 -0.182 0.618
H 0.198 0.343 0.354
H 0.891 -2.292 1.576
H 2.128 -1.197 0.826
H 1.181 -2.358 -0.244
*
```

Energy relative to the best compared isomer or geometry (same formula, charge and spin): 2.110 eV
Electronic energy: -10332.2649 eV
HOMO-LUMO gap: 0.2876 Ha

No. 3
ORCA calculation (wB97M-V/def2-TZVPD) on the ion C3H9N2O2 with charge +1 in a non-equilibrium geometry.

Geometry as ORCA input:
```
! RIJCOSX wB97M-V def2-TZVPD def2/J DEFGRID3
* xyz 1 1
N 2.079 -0.915 0.369
C 1.086 -0.038 0.453
O 0.830 0.670 1.410
C 0.099 0.051 -0.715
N -0.468 1.428 -0.649
C -1.085 -0.981 -0.493
O -2.190 -0.189 -0.088
H 2.766 -1.017 1.104
H 2.219 -1.556 -0.381
H 0.447 -0.100 -1.733
H 0.160 2.049 -0.126
H -0.720 1.808 -1.551
H -1.267 1.368 -0.036
H -1.262 -1.356 -1.501
H -0.860 -1.733 0.257
H -2.974 -0.720 0.087
*
```

Energy relative to the best compared isomer or geometry (same formula, charge and spin): 1.028 eV
Electronic energy: -10325.8236 eV
SMILES: NC(=O)[C@H]([NH3+])CO
HOMO-LUMO gap: 0.4198 Ha

No. 4
ORCA calculation (wB97M-V/def2-TZVPD) on a cluster of 2 separate species, C3H9N2O2S in total in a non-equilibrium geometry.

Geometry as ORCA input:
```
! RIJCOSX wB97M-V def2-TZVPD def2/J DEFGRID3
* xyz -1 1
C 1.038 -0.097 -0.283
C 0.282 -1.408 -0.080
S 0.258 -1.836 1.767
N 0.907 0.384 -1.699
C -0.118 1.245 -2.061
N -1.225 1.217 -1.235
O -0.151 1.826 -3.136
H 0.720 0.635 0.466
H 2.126 -0.104 -0.183
H -0.781 -1.391 -0.275
H 0.915 -2.154 -0.555
H 1.766 0.536 -2.177
H -1.295 0.616 -0.441
H -1.896 1.958 -1.372
H -1.141 -0.101 4.102
H -0.489 0.225 2.820
O -0.837 0.676 3.614
*
```

Energy relative to the best compared isomer or geometry (same formula, charge and spin): 0.768 eV
Electronic energy: -21169.4395 eV
HOMO-LUMO gap: 0.2484 Ha

No. 5
ORCA calculation (wB97M-V/def2-TZVPD) on the ion C3H9N2O3P with charge +2 in a non-equilibrium geometry.

Geometry as ORCA input:
```
! RIJCOSX wB97M-V def2-TZVPD def2/J DEFGRID3
* xyz 2 1
C -1.313 0.475 -2.426
N -1.023 0.840 -1.127
O -1.143 1.911 -0.640
P -0.345 -0.574 0.009
C -1.118 -0.712 2.024
O -0.189 -1.749 -0.800
N 1.396 0.252 0.108
C 2.272 0.006 1.150
O 1.656 0.850 -0.885
H -2.306 0.849 -2.750
H -1.214 -0.605 -2.584
H -0.657 1.013 -3.143
H -0.993 0.252 2.505
H -2.159 -0.985 1.874
H -0.535 -1.532 2.434
H 1.746 -0.223 2.082
H 3.022 0.810 1.261
H 2.902 -0.877 0.909
*
```

Electronic energy: -21643.5134 eV
SMILES: C[N+](=O)P(C)(=O)[N+](C)=O
HOMO-LUMO gap: 0.3230 Ha

No. 6
ORCA calculation (wB97M-V/def2-TZVPD) on the molecule C3H9N2OP in a non-equilibrium geometry.

Geometry as ORCA input:
```
! RIJCOSX wB97M-V def2-TZVPD def2/J DEFGRID3
* xyz 0 1
C 1.943 0.851 -0.294
N 0.735 0.041 0.098
C 0.869 -1.380 -0.080
C -0.410 0.741 0.320
O -0.709 1.887 0.281
N -1.551 -0.481 0.870
P -2.950 -0.353 -0.182
H 1.693 1.805 -0.760
H 2.664 1.010 0.485
H 2.367 0.310 -1.085
H 1.458 -1.737 0.709
H -0.155 -2.033 -0.084
H 1.419 -1.654 -1.031
H -1.806 -0.245 1.814
H -2.188 0.250 -1.233
H -3.377 0.988 0.172
*
```

Energy relative to the best compared isomer or geometry (same formula, charge and spin): 2.608 eV
Electronic energy: -17571.6045 eV
SMILES: CN(C)C(=O)NP
HOMO-LUMO gap: 0.3483 Ha

No. 7
ORCA calculation (wB97M-V/def2-TZVPD) on the molecule C3H9N2OP.

Geometry as ORCA input:
```
! RIJCOSX wB97M-V def2-TZVPD def2/J DEFGRID3
* xyz 0 1
C -1.222 0.916 -1.236
C 0.036 0.162 -0.815
P 0.398 -1.268 -1.996
N -0.086 -0.392 0.513
C 0.621 0.122 1.566
N 0.239 -0.375 2.787
O 1.496 0.951 1.441
H -2.083 0.249 -1.243
H -1.415 1.735 -0.546
H -1.094 1.323 -2.237
H 0.896 0.840 -0.781
H 1.692 -1.465 -1.521
H 0.840 -0.451 -3.034
H -0.910 -0.942 0.700
H -0.261 -1.245 2.847
H 0.854 -0.160 3.555
*
```

Energy relative to the best compared isomer or geometry (same formula, charge and spin): 0.357 eV
Electronic energy: -17573.8556 eV
SMILES: C[C@H](P)NC(N)=O
HOMO-LUMO gap: 0.3730 Ha

No. 8
ORCA calculation (wB97M-V/def2-TZVPD) on the molecule C3H9N2P in a non-equilibrium geometry.

Geometry as ORCA input:
```
! RIJCOSX wB97M-V def2-TZVPD def2/J DEFGRID3
* xyz 0 1
C 0.385 1.660 -0.620
C -0.076 1.450 0.694
C 0.036 -1.750 1.258
N 0.471 0.214 -1.457
N -0.914 -1.215 0.332
P -0.589 -1.016 -1.141
H -0.126 2.407 -1.267
H 1.506 1.847 -0.630
H 0.606 0.814 1.259
H -0.958 1.842 1.174
H 0.870 -2.322 0.702
H 0.353 -0.971 2.006
H -0.515 -2.533 1.837
H 0.820 0.380 -2.362
H -1.869 -0.806 -1.783
*
```

Energy relative to the best compared isomer or geometry (same formula, charge and spin): 3.868 eV
Electronic energy: -15521.5342 eV
HOMO-LUMO gap (spin up / spin down): 0.2844 / 0.2742 Ha

No. 9
ORCA calculation (wB97M-V/def2-TZVPD) on the ion C3H9N2S with charge -1 in a non-equilibrium geometry.

Geometry as ORCA input:
```
! RIJCOSX wB97M-V def2-TZVPD def2/J DEFGRID3
* xyz -1 1
N -2.293 1.757 0.697
C -2.248 1.196 -0.600
N -1.023 0.474 -0.939
C 0.326 0.318 -0.438
C 0.612 -1.046 0.172
S 2.413 -1.247 0.683
H -2.110 1.078 1.416
H -1.931 2.685 0.802
H -2.295 1.960 -1.384
H -3.111 0.533 -0.705
H -1.247 -0.159 -1.693
H 1.084 0.414 -1.224
H 0.512 1.094 0.310
H -0.031 -1.217 1.032
H 0.782 -1.805 -0.586
*
```

Energy relative to the best compared isomer or geometry (same formula, charge and spin): 1.696 eV
Electronic energy: -17071.8301 eV
SMILES: NCNCC[S-]
HOMO-LUMO gap: 0.2124 Ha

No. 10
ORCA calculation (wB97M-V/def2-TZVPD) on a cluster of 2 separate species, C3H9N2S in total in a non-equilibrium geometry.

Geometry as ORCA input:
```
! RIJCOSX wB97M-V def2-TZVPD def2/J DEFGRID3
* xyz -1 1
C -3.163 0.746 0.685
N -2.905 -0.364 1.310
H -3.621 1.509 1.329
H -2.892 0.898 -0.368
H -2.248 -0.877 0.678
C 2.009 0.186 -0.565
C 1.251 -1.081 -0.930
S -0.483 -0.498 -1.164
N 1.645 0.831 0.742
H 1.878 0.928 -1.428
H 3.116 -0.060 -0.614
H 1.246 -1.900 -0.194
H 1.559 -1.461 -1.909
H 1.971 0.323 1.595
H 0.639 0.821 0.834
*
```

Energy relative to the best compared isomer or geometry (same formula, charge and spin): 1.354 eV
Electronic energy: -17072.1719 eV
HOMO-LUMO gap: 0.2536 Ha

No. 11
ORCA calculation (wB97M-V/def2-TZVPD) on the ion C3H9N2Si with charge +1 in a non-equilibrium geometry.

Geometry as ORCA input:
```
! RIJCOSX wB97M-V def2-TZVPD def2/J DEFGRID3
* xyz 1 1
Si -0.895 -0.602 -2.160
N -0.394 0.116 -0.565
C 0.222 1.198 -0.240
N 0.633 1.354 1.026
C 0.503 0.120 1.716
C -0.087 -0.956 0.791
H -1.583 -1.765 -1.712
H 0.478 -0.995 -2.771
H -1.695 0.585 -2.669
H 0.441 2.043 -0.869
H 1.424 1.949 1.377
H -0.067 0.322 2.651
H 1.479 -0.203 1.940
H 0.572 -1.668 0.371
H -1.030 -1.497 1.113
*
```

Energy relative to the best compared isomer or geometry (same formula, charge and spin): 1.286 eV
Electronic energy: -14107.2705 eV
SMILES: [SiH3]N1C=[NH+]CC1
HOMO-LUMO gap: 0.4037 Ha

No. 12
ORCA calculation (wB97M-V/def2-TZVPD) on the molecule C3H9N3 in a non-equilibrium geometry.

Geometry as ORCA input:
```
! RIJCOSX wB97M-V def2-TZVPD def2/J DEFGRID3
* xyz 0 1
H -3.181 1.136 0.152
N -2.453 0.594 0.618
C -1.450 0.336 -0.114
N -1.223 0.647 -1.424
C -0.301 -0.454 0.474
N 0.955 0.095 -0.043
C 2.116 -0.666 0.388
H -0.183 0.504 -1.666
H -1.831 1.328 -1.846
H -0.376 -1.484 0.114
H -0.379 -0.460 1.571
H 1.036 1.042 0.312
H 2.064 -1.662 -0.053
H 3.019 -0.171 0.037
H 2.186 -0.784 1.480
*
```

Energy relative to the best compared isomer or geometry (same formula, charge and spin): 0.579 eV
Electronic energy: -7726.9950 eV
SMILES: [H]/N=C(\N)CNC
HOMO-LUMO gap: 0.3700 Ha

No. 13
ORCA calculation (wB97M-V/def2-TZVPD) on a cluster of 2 separate species, C3H9N3 in total in a non-equilibrium geometry.

Geometry as ORCA input:
```
! RIJCOSX wB97M-V def2-TZVPD def2/J DEFGRID3
* xyz 0 1
C 1.951 -0.844 -0.389
C 1.447 0.532 -0.408
C -0.530 0.790 0.203
N -2.065 -1.116 0.345
N -2.758 0.000 -0.109
N -1.378 -0.129 -0.471
H 1.514 -1.548 0.342
H 3.043 -0.718 -0.256
H 1.900 -1.436 -1.349
H 1.838 1.248 0.365
H 1.344 0.876 -1.519
H -0.731 1.851 -0.210
H -0.633 0.978 1.328
H -1.896 -1.043 1.361
H -3.046 0.559 0.767
*
```

Energy relative to the best compared isomer or geometry (same formula, charge and spin): 6.833 eV
Electronic energy: -7720.7405 eV
HOMO-LUMO gap: 0.3555 Ha

No. 14
ORCA calculation (wB97M-V/def2-TZVPD) on a cluster of 2 separate species, C3H9N3 in total in a non-equilibrium geometry.

Geometry as ORCA input:
```
! RIJCOSX wB97M-V def2-TZVPD def2/J DEFGRID3
* xyz 0 1
N -1.405 0.981 2.745
C -0.322 0.347 1.991
C 0.230 0.899 0.885
N 1.314 0.398 0.134
H -1.070 1.404 3.612
H -2.163 0.370 2.903
H 0.072 -0.590 2.451
H -0.082 1.951 0.614
H 1.817 1.141 -0.314
H 1.232 -0.429 -0.409
C 0.339 -1.263 -3.234
N -0.333 -1.907 -2.353
H 1.143 -1.812 -3.773
H 0.213 -0.169 -3.410
H -0.983 -1.321 -1.843
*
```

Energy relative to the best compared isomer or geometry (same formula, charge and spin): 2.321 eV
Electronic energy: -7725.2528 eV
SMILES: N/C=C/N.C=N
HOMO-LUMO gap: 0.3409 Ha

No. 15
ORCA calculation (wB97M-V/def2-TZVPD) on a cluster of 2 separate species, C3H9N3 in total in a non-equilibrium geometry.

Geometry as ORCA input:
```
! RIJCOSX wB97M-V def2-TZVPD def2/J DEFGRID3
* xyz 0 1
C -1.438 0.082 -1.003
C 1.214 0.904 -0.081
C -1.043 0.451 0.475
N 1.591 -1.765 0.729
N 0.674 -1.377 1.355
N 0.277 0.522 0.941
H -1.001 -0.842 -1.357
H -2.481 -0.264 -0.920
H -1.252 0.953 -1.775
H 2.207 0.347 -0.052
H 0.823 0.812 -1.168
H 1.512 1.955 0.223
H -1.568 1.368 0.668
H -1.438 -0.462 1.016
H 1.921 -2.684 0.948
*
```

Energy relative to the best compared isomer or geometry (same formula, charge and spin): 4.656 eV
Electronic energy: -7722.9184 eV
HOMO-LUMO gap (spin up / spin down): 0.3278 / 0.3278 Ha

No. 16
ORCA calculation (wB97M-V/def2-TZVPD) on a cluster of 2 separate species, C3H9N3 in total in a non-equilibrium geometry.

Geometry as ORCA input:
```
! RIJCOSX wB97M-V def2-TZVPD def2/J DEFGRID3
* xyz 2 1
C 0.903 -1.805 -0.839
C -0.032 1.973 0.615
C 0.414 -3.086 -0.352
N -0.386 0.917 0.076
N 1.290 -2.829 -1.479
N -1.083 3.061 0.902
H 0.975 2.184 0.884
H 0.833 -3.531 0.452
H -0.600 -3.332 -0.497
H 1.030 -0.781 -0.472
H -1.315 0.658 -0.201
H 1.767 -3.198 -2.218
H -0.575 3.801 1.556
H -1.712 2.542 1.584
H -1.509 3.425 -0.011
*
```

Energy relative to the best compared isomer or geometry (same formula, charge and spin): 3.209 eV
Electronic energy: -7706.0761 eV
HOMO-LUMO gap: 0.4151 Ha

No. 17
ORCA calculation (wB97M-V/def2-TZVPD) on the molecule C3H9N3O in a non-equilibrium geometry.

Geometry as ORCA input:
```
! RIJCOSX wB97M-V def2-TZVPD def2/J DEFGRID3
* xyz 0 1
C 0.935 1.519 -0.350
C 0.014 0.358 -0.622
N -1.129 0.384 0.488
N -2.332 -0.320 0.301
C 0.336 -1.041 -0.137
N 1.476 -1.212 0.602
O -0.258 -1.984 -0.673
H 0.435 2.442 -0.638
H 1.855 1.410 -0.925
H 1.178 1.613 0.707
H -0.391 0.329 -1.636
H -0.826 0.337 1.456
H -2.841 0.114 -0.464
H -2.136 -1.288 0.025
H 1.872 -2.140 0.612
H 1.813 -0.523 1.254
*
```

Energy relative to the best compared isomer or geometry (same formula, charge and spin): 2.140 eV
Electronic energy: -9773.3988 eV
SMILES: C[C@H](NN)C(N)=O
HOMO-LUMO gap: 0.3376 Ha

No. 18
ORCA calculation (wB97M-V/def2-TZVPD) on a structure of composition C3H9N3O in a non-equilibrium geometry.

Geometry as ORCA input:
```
! RIJCOSX wB97M-V def2-TZVPD def2/J DEFGRID3
* xyz 0 1
C 1.828 0.766 -0.234
C 0.649 -0.817 1.159
N 1.254 -0.560 -0.152
H 2.175 0.957 -1.251
H 2.688 0.840 0.437
H 1.092 1.539 0.058
H 0.960 -0.070 1.896
H 0.879 -1.823 1.500
C -1.145 0.128 0.006
N -0.385 -0.396 -1.049
N -2.471 0.439 -0.280
O -0.862 -0.758 1.048
H -3.146 -0.311 -0.139
H -0.337 0.175 -1.884
H -0.351 -1.407 -1.227
H -2.827 1.297 0.111
*
```

Energy relative to the best compared isomer or geometry (same formula, charge and spin): 5.644 eV
Electronic energy: -9769.8953 eV
HOMO-LUMO gap (spin up / spin down): 0.2537 / 0.2932 Ha

No. 19
ORCA calculation (wB97M-V/def2-TZVPD) on a structure of composition C3H9N3O in a non-equilibrium geometry.

Geometry as ORCA input:
```
! RIJCOSX wB97M-V def2-TZVPD def2/J DEFGRID3
* xyz 0 1
C 1.398 0.659 0.955
C 0.532 0.026 -1.403
O 1.633 -0.431 1.488
H 0.444 -1.543 0.875
H 2.095 1.138 0.254
H 0.695 1.392 1.379
H 1.418 -0.563 -1.177
H 0.719 0.982 -1.888
H -0.027 -0.658 -2.038
C -1.271 -0.525 0.538
N -1.023 0.384 -0.394
N -1.498 1.568 -0.323
N -0.568 -1.671 0.659
H -1.318 2.048 -1.209
H -0.998 -2.366 1.252
H -2.233 -0.441 1.033
*
```

Energy relative to the best compared isomer or geometry (same formula, charge and spin): 6.153 eV
Electronic energy: -9769.3860 eV
HOMO-LUMO gap: 0.2678 Ha

No. 20
ORCA calculation (wB97M-V/def2-TZVPD) on the molecule C3H9N3O in a non-equilibrium geometry.

Geometry as ORCA input:
```
! RIJCOSX wB97M-V def2-TZVPD def2/J DEFGRID3
* xyz 0 1
C 1.731 -0.299 -0.203
C 0.506 0.175 0.557
C 0.033 1.560 0.154
N -0.732 -0.981 0.773
N -0.953 -0.927 -0.660
N -2.303 -1.520 -0.756
O -3.195 -0.724 -0.620
H 2.001 -1.322 0.074
H 1.594 -0.250 -1.286
H 2.582 0.344 0.051
H 0.776 0.203 1.615
H -0.896 1.827 0.666
H 0.788 2.299 0.444
H -0.128 1.642 -0.923
H -1.456 -0.399 1.204
H -0.348 -1.629 -1.090
*
```

Energy relative to the best compared isomer or geometry (same formula, charge and spin): 5.727 eV
Electronic energy: -9769.8119 eV
SMILES: CC(C)NNN=O
HOMO-LUMO gap: 0.3209 Ha